No. 1
13
Properties=species:S:1:pos:R:3:nbo_charge:R:1 method="wB97M-V/def2-TZVPD" de_lowest_kcal_mol=108.3 smiles="C#C[C@H](O)C(N)=C=O" lumo_ha=-0.003 spin_multiplicity=1 gap_ev=7.56 homo_ev=-7.631
C 2.53070 -0.21080 -0.82941 -0.138
C 1.40449 -0.16058 -0.39418 -0.125
C 0.22766 -0.65389 0.50622 0.076
O -0.16521 -1.94853 0.18041 -0.692
C -0.75921 0.42981 0.13312 -0.145
N -1.98551 0.54616 0.79316 -0.840
C -0.20632 1.23859 -0.77269 0.617
O -0.06570 2.11984 -1.55310 -0.466
H 3.50099 -0.14698 -1.23714 0.238
H 0.48240 -0.65468 1.57259 0.206
H -0.42950 -1.97917 -0.74858 0.478
H -2.39234 1.47053 0.75566 0.391
H -2.14244 -0.05031 1.59396 0.399


No. 2
41
Properties=species:S:1:pos:R:3:nbo_charge:R:1 method="wB97M-V/def2-TZVPD" de_lowest_kcal_mol=0.0 smiles="CCOC(=O)CC[Si](OCC)(OCC)OCC" lumo_ha=0.032 spin_multiplicity=1 gap_ev=10.87 homo_ev=-9.983
C 4.59568 -2.01394 2.78571 -0.645
C 4.58714 -2.41732 1.32806 -0.087
O 3.75932 -1.67965 0.45189 -0.494
C 2.47226 -2.14095 0.54185 0.799
O 2.06033 -2.99915 1.29964 -0.610
C 1.45871 -1.41876 -0.30004 -0.498
C 0.54108 -0.68202 0.62860 -0.942
Si -0.64509 0.43591 -0.28709 2.340
O -0.11002 0.82496 -1.83809 -0.895
C -0.70295 1.99742 -2.31062 -0.061
C 0.10892 3.25771 -2.08444 -0.638
O -2.16860 -0.23955 -0.43321 -0.920
C -2.39413 -1.08932 -1.50413 -0.053
C -3.83886 -1.57788 -1.56625 -0.625
O -0.85235 1.72392 0.74587 -0.913
C -2.05583 1.73168 1.47422 -0.072
C -2.88858 2.97402 1.25165 -0.626
H 3.65538 -2.27568 3.26917 0.227
H 4.80377 -0.95237 2.95037 0.211
H 5.43024 -2.47653 3.31764 0.221
H 5.60253 -2.32864 0.90280 0.186
H 4.33186 -3.49824 1.24086 0.197
H 0.87985 -2.15322 -0.90075 0.227
H 1.94383 -0.75577 -0.98919 0.227
H 0.02792 -1.41425 1.27492 0.263
H 1.16868 -0.02806 1.27807 0.245
H -1.71206 2.02063 -1.84924 0.158
H -0.89907 1.81515 -3.36655 0.176
H 1.09274 3.08194 -2.48857 0.214
H 0.16794 3.45506 -1.02833 0.222
H -0.37904 4.14145 -2.52717 0.216
H -2.05447 -0.57477 -2.41663 0.170
H -1.71479 -1.94123 -1.38415 0.154
H -3.98780 -2.33043 -2.33544 0.215
H -4.08072 -2.07657 -0.61096 0.211
H -4.53845 -0.76711 -1.72489 0.210
H -1.77714 1.59998 2.51165 0.167
H -2.65170 0.86223 1.17206 0.196
H -3.87266 2.92991 1.69547 0.215
H -2.34991 3.83288 1.64950 0.206
H -3.01398 3.14653 0.17570 0.205


No. 3
31
Properties=species:S:1:pos:R:3:nbo_charge:R:1 method="wB97M-V/def2-TZVPD" de_lowest_kcal_mol=56.3 smiles="O=C(O)C1=CN2CC3=C(CCCC3)N=C2C=C1" lumo_ha=0.004 spin_multiplicity=1 gap_ev=7.57 homo_ev=-7.454
O 5.16904 2.47006 -2.27469 -0.598
C 4.47349 1.47857 -2.19939 0.754
O 4.77612 0.25811 -2.70721 -0.664
C 3.35281 1.58253 -1.27726 -0.275
C 2.57228 0.46996 -0.85584 0.133
N 1.67354 0.48872 0.21273 -0.394
C 0.95389 -0.72304 0.54381 -0.227
C -0.42183 -0.41099 1.13727 -0.068
C -0.65665 0.85635 1.42309 0.171
C -2.06484 1.24279 2.03155 -0.405
C -3.06605 0.05187 2.03313 -0.395
C -2.40969 -1.28661 2.33398 -0.392
C -1.41858 -1.46614 1.26644 -0.426
N 0.17995 1.97061 1.42767 -0.512
C 1.29276 1.76110 0.76211 0.422
C 2.03992 2.99036 0.31510 -0.238
C 3.09279 2.86256 -0.60355 -0.133
H 5.53490 0.56807 -3.20593 0.498
H 2.94223 -0.54280 -1.18753 0.230
H 1.36480 -1.37648 1.28150 0.194
H 0.73502 -1.31823 -0.30981 0.203
H -1.81151 1.53224 3.07036 0.200
H -2.46956 2.10976 1.65293 0.214
H -3.85211 0.32952 2.61411 0.207
H -3.42525 0.07527 1.02081 0.185
H -3.09142 -2.13178 2.48093 0.212
H -1.97928 -1.28214 3.31229 0.201
H -0.78253 -2.29922 1.53823 0.205
H -1.96862 -1.46372 0.36659 0.216
H 1.88460 3.90588 0.88040 0.241
H 3.78424 3.70129 -0.67935 0.243


No. 4
14
Properties=species:S:1:pos:R:3:nbo_charge:R:1 method="wB97M-V/def2-TZVPD" de_lowest_kcal_mol=144.4 total_charge=+1 lumo_ha="-0.178 / -0.178" spin_multiplicity=1 gap_ev="7.64 / 7.65" homo_ev="-12.480 / -12.482"
C 3.26784 0.48475 0.05871 0.093
C -0.28185 -0.11824 0.25135 -0.635
C 1.06531 -0.58020 -0.35079 0.272
C -1.59719 0.84677 -0.16911 0.303
C -2.83228 0.12064 -0.19743 -0.853
N 2.16371 -0.02635 -0.15056 -0.253
H 3.87969 0.18417 0.90260 0.241
H 3.66182 1.25936 -0.59159 0.244
H -0.74390 -1.06946 0.53305 0.235
H -0.04434 0.46632 1.14987 0.269
H 1.01931 -1.43987 -1.00997 0.252
H -3.58216 0.72371 -0.71266 0.280
H -3.16546 0.05871 0.84946 0.317
H -2.81050 -0.91031 -0.56294 0.235


No. 5
14
Properties=species:S:1:pos:R:3:nbo_charge:R:1 method="wB97M-V/def2-TZVPD" de_lowest_kcal_mol=114.5 total_charge=+1 lumo_ha=-0.162 spin_multiplicity=1 gap_ev=11.30 homo_ev=-15.706
C -1.02840 -0.82304 -1.01935 0.168
C -2.00358 -0.43154 -0.00655 -0.298
C -0.21786 -0.64329 0.53321 0.035
C 0.45155 0.60502 0.03062 -0.058
C 1.90120 0.85187 0.32698 -0.641
N 0.22321 -0.36219 -0.95230 -0.274
H -1.12666 -1.74708 -1.60751 0.260
H -2.06562 0.62219 0.08257 0.251
H -2.71786 -1.02366 0.42615 0.263
H 0.01297 -1.53118 1.06439 0.282
H -0.08082 1.55121 -0.12921 0.243
H 1.98406 1.60010 1.13937 0.253
H 2.20941 1.28096 -0.73665 0.262
H 2.45837 0.05062 0.84828 0.255


No. 6
118
Properties=species:S:1:pos:R:3:lowdin_charge:R:1 method="wB97M-V/def2-TZVPD" lumo_ha=0.005 spin_multiplicity=1 gap_ev=7.71 homo_ev=-7.562
C 3.28011 1.27789 -0.32389 -0.152
C 1.78645 1.40865 -0.34032 -0.703
Cl 1.16304 2.21675 1.06047 0.779
C 1.00271 0.96940 -1.33339 -0.545
Cl 1.91971 0.35623 -2.68411 0.776
C -0.54705 0.99649 -1.49613 -0.525
O -0.93221 2.03431 -2.34666 -0.126
C -0.23961 3.25329 -2.26769 -0.381
P 1.05071 3.49687 -3.57014 0.369
S 0.70749 2.66267 -5.29316 0.159
O -1.20648 0.96612 -0.26448 -0.163
C -1.95953 2.01849 0.36848 -0.175
C -3.39259 1.57251 0.72020 -0.310
C -3.67802 2.12388 2.12759 -0.074
C -4.56798 1.89991 -0.27561 -0.446
C -4.20391 2.68162 -1.53383 -0.110
C -5.77285 2.59732 0.37932 -0.085
C -1.02379 -0.36017 -2.19353 -0.735
N -0.89290 -0.35623 -3.61989 0.034
I -3.22539 -0.52079 -1.83102 1.229
N -0.35327 -1.42526 -1.51490 -0.051
C -0.54314 -2.78206 -2.00338 -0.207
C 0.76244 -3.31009 -2.63706 -0.091
C 0.68928 -4.78119 -2.88406 -0.528
O 1.31686 -5.61291 -2.27990 0.093
O -0.16990 -5.10810 -3.87821 0.110
H 3.57471 0.26703 -0.60104 0.061
H 3.64872 1.44582 0.68547 0.060
H 3.75994 1.99782 -0.98750 0.086
H -0.96582 4.04473 -2.47269 0.102
H 0.17777 3.46102 -1.27964 0.082
H 2.27594 3.16136 -2.96957 -0.041
H 1.08859 4.89888 -3.64654 -0.013
H -1.46000 2.17614 1.32161 0.066
H -1.92461 2.97721 -0.14006 0.114
H -3.35545 0.48651 0.82449 0.092
H -4.58771 1.70404 2.54854 0.074
H -2.86117 1.84551 2.79912 0.074
H -3.72439 3.21492 2.13845 0.084
H -4.96472 0.93559 -0.59417 -0.051
H -5.12468 2.99286 -2.03162 0.078
H -3.63061 2.10495 -2.25437 -0.002
H -3.65587 3.60355 -1.31767 0.070
H -5.53927 3.60259 0.73666 0.091
H -6.54019 2.68971 -0.39163 0.070
H -6.21455 1.98951 1.16871 0.069
H -0.09106 -0.88139 -3.94025 0.045
H -1.71701 -0.70606 -4.08315 0.034
H -0.58624 -1.36702 -0.53139 0.120
H -0.78041 -3.41986 -1.15007 0.130
H -1.33729 -2.84490 -2.74749 0.095
H 0.91043 -2.81100 -3.59879 0.116
H 1.62061 -3.07071 -2.01470 0.122
H -0.57245 -5.96144 -3.66074 0.131
C 6.54505 -0.53813 -0.19495 -0.693
O 6.58413 0.32531 -1.05395 0.019
N 6.61253 -1.87464 -0.50254 0.144
N 6.42521 -0.25413 1.13390 0.157
H 6.57310 -2.60347 0.18420 0.086
H 6.69948 -2.11740 -1.47126 0.098
H 6.38426 0.70813 1.42551 0.071
H 6.39516 -0.96379 1.84061 0.087
C 3.15397 -6.22395 1.50577 -0.692
O 3.51979 -6.35007 2.66113 0.016
N 1.89900 -5.80973 1.16278 0.154
N 3.97276 -6.48736 0.43935 0.148
H 1.60463 -5.70234 0.20657 0.067
H 1.25617 -5.60712 1.90431 0.100
H 4.90067 -6.80712 0.64148 0.097
H 3.67595 -6.39457 -0.51498 0.086
C -9.79934 2.25916 0.10027 -0.718
O -9.10918 2.08045 -0.88587 0.033
N -10.67840 1.31418 0.56301 0.174
N -9.75527 3.41856 0.82180 0.194
H -11.25779 1.44497 1.36974 0.110
H -10.75395 0.46338 0.03817 0.128
H -9.11517 4.12493 0.50995 0.120
H -10.31355 3.58758 1.63614 0.104
C -7.11013 0.36402 0.57742 -0.581
O -6.07587 0.33267 -0.07090 -0.049
N -7.38131 -0.51074 1.58274 0.182
N -8.07010 1.31234 0.33040 0.047
H -8.23355 -0.49651 2.10819 0.087
H -6.72078 -1.24143 1.77625 0.076
H -7.87912 1.98366 -0.39366 0.037
H -8.92537 1.37409 0.84799 0.062
C 4.93478 3.75011 -5.93490 -0.691
O 6.03824 4.13929 -6.27473 0.016
N 4.75344 2.66603 -5.11531 0.153
N 3.77460 4.35039 -6.33466 0.147
H 3.84571 2.31885 -4.86097 0.049
H 5.57394 2.19156 -4.78763 0.101
H 3.84301 5.13805 -6.95005 0.099
H 2.87785 4.02524 -6.01893 -0.010
C -7.71720 -3.96873 3.54877 -0.671
O -7.47879 -3.19156 2.63882 0.020
N -8.11248 -5.25454 3.31867 0.152
N -7.60668 -3.61258 4.86352 0.151
H -8.31285 -5.91179 4.04772 0.093
H -8.19990 -5.54163 2.36180 0.105
H -7.30888 -2.67630 5.06302 0.103
H -7.79536 -4.23735 5.62369 0.093
C 7.54413 1.28582 4.31438 -0.686
O 7.01189 1.65754 3.28195 0.019
N 8.66304 1.89286 4.81196 0.148
N 7.09058 0.21914 5.03576 0.164
H 9.12716 1.59612 5.65166 0.107
H 9.01916 2.69003 4.31626 0.118
H 6.26697 -0.24720 4.70517 0.102
H 7.52857 -0.10387 5.87788 0.100
C 11.55338 -0.48566 3.54291 -0.687
O 11.91176 -0.11788 4.65126 0.010
N 12.34252 -1.26407 2.74213 0.146
N 10.33683 -0.14454 3.03056 0.162
H 12.06879 -1.57103 1.82861 0.091
H 13.24231 -1.52463 3.09891 0.101
H 9.76527 0.43884 3.61770 0.050
H 10.00187 -0.43044 2.12984 0.096


Number 1: total energy -10846.618 eV. Number 2: total energy -29914.688 eV. Number 3: total energy -20781.531 eV. Number 4: total energy -6791.828 eV. Number 5: total energy -6793.121 eV. Number 6: total energy -129484.660 eV.